Entry 1:
{"formula": "C2H6NO3", "method": "ωB97M-V/def2-TZVPD", "gap_ev": 8.24, "charge": -1, "symbols": ["O", "C", "N", "C", "O", "H", "H", "H", "H", "H", "H", "O"], "coordinates": [[2.224, -0.853, 1.493], [1.472, -0.333, 0.681], [0.639, -1.015, -0.164], [-0.404, -0.282, -1.080], [-0.271, 1.060, -0.965], [1.526, 0.731, 0.406], [0.729, -2.031, -0.172], [-1.318, -0.862, -0.837], [-0.083, -0.431, -2.166], [-1.031, 1.145, 0.239], [-1.937, 1.857, 1.402], [-1.546, 1.014, 1.162]]}

---

Entry 2:
{"formula": "C2H6NO3", "method": "ωB97M-V/def2-TZVPD", "gap_ev": 7.29, "charge": -1, "symbols": ["O", "C", "N", "C", "O", "H", "H", "H", "H", "H", "H", "O"], "coordinates": [[0.991, -0.735, -1.360], [0.658, 0.167, -0.563], [-0.417, 0.233, 0.209], [-0.575, 1.438, 1.160], [-0.166, 2.577, 0.663], [1.247, 1.091, -0.470], [-1.287, -0.228, -0.019], [-0.099, 1.093, 2.099], [-1.693, 1.442, 1.450], [-0.476, -2.130, -0.760], [0.592, -2.872, -0.064], [-0.380, -2.938, -0.199]]}

---

Entry 3:
{"formula": "C2H6NO3", "method": "ωB97M-V/def2-TZVPD", "gap_ev": 7.97, "charge": -1, "symbols": ["C", "N", "C", "O", "O", "H", "H", "H", "H", "H", "H", "O"], "coordinates": [[0.134, -1.532, -2.403], [-0.444, -1.015, -1.099], [0.032, 0.108, -0.201], [1.259, 0.169, -0.062], [-0.829, 0.974, 0.211], [0.348, -0.836, -3.358], [1.220, -2.085, -2.295], [-0.634, -2.307, -2.714], [-0.431, -1.884, -0.674], [0.713, 1.479, 3.230], [-0.451, 1.307, 2.230], [-0.262, 1.354, 3.212]]}

---

Entry 4:
{"formula": "C2H6NO3", "method": "ωB97M-V/def2-TZVPD", "gap_ev": 8.36, "charge": -1, "symbols": ["O", "C", "O", "C", "N", "H", "H", "H", "H", "H", "H", "O"], "coordinates": [[1.643, 0.274, 1.587], [0.679, 0.265, 0.783], [0.824, 0.315, -0.472], [-0.687, -0.123, 1.381], [-1.644, -0.612, 0.369], [-0.463, -0.983, 2.014], [-1.204, 0.610, 1.996], [-1.181, -0.783, -0.500], [-2.421, 0.017, 0.262], [0.313, -0.285, -2.082], [-0.201, 0.812, -2.903], [-0.374, -0.125, -2.787]]}

---

Relative energy (zero: lowest compared OMol25 entry of this formula, charge and spin), respectively: 1.781; 1.911; 1.792; 0.621 eV.
Electronic energy, respectively: -360.30577; -360.30100; -360.30538; -360.34840 Ha.